1.
53
Properties=species:S:1:pos:R:3:forces:R:3:lowdin_charge:R:1 method="wB97M-V/def2-TZVPD" e_homo_ev=-7.6474 orbital_gap_ev=8.17 spin_multiplicity=1 lumo_ev=0.52 smiles="CCOc1ccc([C@@H]2C(C(=O)NC)=C(C)Nc3nc4ccccc4n32)cc1OC"
C 2.237 1.847 4.309 0.17 0.10 -0.40 -0.06
C 2.892 2.674 3.208 -0.05 0.24 0.62 -0.24
O 3.076 1.940 2.011 -0.11 -0.01 -0.39 -0.04
C 2.018 1.450 1.303 -0.05 -0.10 -0.03 -0.20
C 2.323 0.351 0.505 -0.08 0.13 0.13 0.02
C 1.379 -0.257 -0.297 -0.12 0.06 0.01 -0.02
C 0.088 0.241 -0.326 0.11 0.20 -0.07 -0.18
C -0.230 1.348 0.447 -0.02 0.02 -0.04 0.03
C 0.707 1.966 1.263 0.13 0.07 0.15 -0.18
O 0.407 3.059 2.034 0.43 -0.26 -0.15 -0.11
C -0.924 3.515 2.069 -0.22 0.09 0.02 -0.07
H -1.615 2.726 2.383 0.02 0.01 -0.03 0.10
H -1.240 3.909 1.099 -0.01 -0.04 0.03 0.10
H -0.935 4.320 2.803 -0.06 -0.04 -0.07 0.10
H -1.240 1.721 0.408 -0.12 0.07 0.03 0.11
C -1.006 -0.447 -1.119 -0.15 0.20 0.42 -0.15
N -0.517 -0.965 -2.369 -0.14 -0.48 0.10 0.08
C -0.449 -2.282 -2.713 0.23 0.14 -0.51 -0.33
N 0.065 -2.512 -3.888 -0.12 -0.60 0.22 0.17
C 0.376 -1.263 -4.380 -0.15 0.53 0.41 -0.23
C 0.950 -0.891 -5.587 -0.06 -0.04 0.11 -0.02
C 1.157 0.456 -5.811 0.07 0.05 -0.14 -0.10
C 0.809 1.420 -4.866 0.01 0.13 -0.03 -0.10
C 0.235 1.073 -3.657 -0.09 0.03 0.19 -0.01
C 0.021 -0.274 -3.431 0.30 -0.05 -0.72 -0.15
H -0.028 1.815 -2.919 0.00 0.10 0.07 0.11
H 0.994 2.462 -5.083 0.01 0.08 -0.01 0.10
H 1.602 0.776 -6.742 0.04 0.02 -0.07 0.10
H 1.222 -1.636 -6.317 0.03 -0.09 -0.09 0.11
N -0.908 -3.227 -1.844 -0.04 -0.21 0.05 0.15
C -1.500 -2.868 -0.647 -0.20 0.24 0.27 -0.24
C -1.557 -1.580 -0.269 -0.05 0.00 -0.51 -0.04
C -2.147 -1.089 1.004 0.20 -0.58 0.16 -0.48
O -2.943 -0.170 1.054 -0.19 0.34 -0.15 0.07
N -1.694 -1.723 2.115 0.13 -0.11 0.18 0.02
H -0.942 -2.386 2.026 -0.03 0.13 -0.17 0.14
C -2.082 -1.320 3.444 -0.13 0.08 0.12 -0.06
H -2.453 -2.176 4.011 -0.01 0.05 0.04 0.08
H -1.242 -0.873 3.981 -0.05 0.01 0.00 0.08
H -2.876 -0.583 3.340 0.05 -0.05 0.10 0.08
C -2.073 -4.022 0.118 0.02 0.06 -0.02 -0.01
H -2.660 -4.648 -0.552 -0.04 -0.06 -0.04 0.09
H -1.276 -4.636 0.538 0.03 -0.08 0.04 0.09
H -2.716 -3.677 0.921 0.00 -0.06 0.00 0.08
H -0.939 -4.179 -2.169 0.00 0.09 -0.02 0.15
H -1.815 0.275 -1.312 0.14 -0.14 0.03 0.17
H 1.650 -1.114 -0.896 0.05 -0.10 -0.10 0.12
H 3.336 -0.017 0.540 0.13 -0.02 0.03 0.12
H 3.911 2.946 3.500 -0.15 0.00 -0.02 0.12
H 2.319 3.587 3.025 0.19 -0.13 0.02 0.11
H 2.793 0.925 4.465 0.05 -0.07 0.06 0.08
H 2.224 2.415 5.234 -0.02 0.05 0.13 0.08
H 1.214 1.597 4.037 -0.12 -0.03 0.02 0.06


2.
57
Properties=species:S:1:pos:R:3:forces:R:3:lowdin_charge:R:1 method="wB97M-V/def2-TZVPD" e_homo_ev=-8.5297 orbital_gap_ev=8.56 spin_multiplicity=1 lumo_ev=0.03 smiles="CCOC(=O)CSc1nnc(-c2ccc(S(=O)(=O)N3CCOCC3)cc2)n1-c1ccccc1"
C -4.266 -0.962 -3.439 -0.19 0.37 0.09 -0.06
C -5.441 -0.105 -2.995 -0.05 -0.53 0.21 -0.20
H -6.326 -0.288 -3.611 0.09 0.06 0.11 0.12
H -5.679 -0.282 -1.941 -0.04 0.03 -0.22 0.12
O -5.119 1.280 -3.166 -0.14 0.05 -0.44 -0.01
C -4.802 1.978 -2.088 -0.23 0.27 0.20 -0.61
O -4.907 1.611 -0.949 -0.12 -0.06 0.01 0.09
C -4.343 3.372 -2.497 0.47 -0.18 0.17 -0.34
H -5.170 4.079 -2.422 0.02 -0.03 0.00 0.09
H -3.945 3.356 -3.510 -0.11 -0.01 0.05 0.09
S -3.076 3.960 -1.342 -0.28 0.47 -0.01 1.02
C -2.069 2.555 -1.402 0.04 -0.05 -0.17 -0.58
N -2.254 1.536 -2.202 -0.47 0.91 -0.08 0.04
N -1.282 0.653 -1.963 1.00 -0.80 0.30 0.10
C -0.501 1.127 -1.027 -0.43 0.09 -0.22 -0.24
N -0.964 2.361 -0.623 -0.41 -0.52 -0.54 0.06
C -0.397 3.281 0.282 0.31 0.53 0.37 -0.24
C 0.935 3.651 0.137 -0.17 0.03 -0.06 -0.01
C 1.488 4.556 1.024 0.04 -0.03 -0.01 -0.06
C 0.717 5.094 2.042 0.00 0.04 0.06 -0.08
C -0.611 4.726 2.177 0.03 0.07 0.03 -0.07
C -1.175 3.817 1.300 0.06 -0.17 -0.11 -0.03
H -2.207 3.519 1.400 -0.10 -0.06 0.01 0.11
H -1.213 5.144 2.969 -0.05 0.04 0.07 0.11
H 1.153 5.802 2.731 0.04 0.06 0.06 0.10
H 2.522 4.843 0.916 0.09 0.03 -0.01 0.11
H 1.526 3.229 -0.662 0.03 -0.03 -0.07 0.13
C 0.647 0.421 -0.489 0.43 -0.26 0.21 -0.14
C 1.053 0.573 0.837 -0.02 -0.14 -0.12 0.00
C 2.150 -0.128 1.304 0.03 0.07 0.16 -0.04
C 2.833 -0.974 0.452 0.53 -0.36 0.26 -0.26
C 2.430 -1.152 -0.859 0.03 -0.07 -0.12 -0.05
C 1.335 -0.455 -1.331 -0.05 0.11 0.13 0.00
H 0.993 -0.571 -2.347 0.01 -0.01 -0.10 0.12
H 2.995 -1.816 -1.493 0.02 -0.05 -0.15 0.12
S 4.205 -1.934 1.089 -0.02 -0.21 0.11 0.66
O 4.749 -1.265 2.232 -0.34 0.08 0.09 -0.28
O 5.071 -2.289 0.005 -0.30 -0.05 -0.21 -0.28
N 3.509 -3.346 1.637 0.64 0.76 -0.26 -0.24
C 2.969 -4.229 0.631 -0.14 -0.50 -0.33 -0.18
H 3.696 -4.288 -0.178 -0.12 -0.15 -0.07 0.12
C 2.746 -5.601 1.275 0.13 0.18 -0.26 -0.18
H 2.251 -6.280 0.579 0.11 0.06 -0.01 0.13
O 1.900 -5.500 2.397 -0.20 -0.08 0.01 -0.13
C 2.443 -4.636 3.368 0.09 0.33 0.06 -0.18
H 1.728 -4.615 4.192 0.11 0.06 -0.01 0.13
C 2.655 -3.232 2.796 -0.27 -0.09 0.55 -0.18
H 3.161 -2.587 3.514 -0.15 -0.06 0.13 0.12
H 1.679 -2.797 2.526 0.05 -0.03 0.05 0.13
H 3.407 -5.028 3.723 -0.07 0.03 0.02 0.13
H 3.718 -6.019 1.574 -0.05 0.00 -0.06 0.13
H 2.010 -3.849 0.244 0.06 -0.06 0.00 0.13
H 2.498 -0.017 2.319 -0.02 0.07 0.14 0.12
H 0.509 1.223 1.506 0.00 0.03 0.05 0.12
H -3.374 -0.678 -2.887 0.06 -0.07 0.03 0.05
H -4.487 -2.010 -3.255 -0.03 -0.14 0.00 0.08
H -4.075 -0.816 -4.498 0.05 -0.03 -0.12 0.08


3.
60
Properties=species:S:1:pos:R:3:forces:R:3:lowdin_charge:R:1 method="wB97M-V/def2-TZVPD" e_homo_ev="-13.9840 / -13.9836" charge=+2 orbital_gap_ev="6.15 / 6.11" spin_multiplicity=1 lumo_ev="-7.84 / -7.88"
Os 0.900 0.232 -0.078 -1.49 -1.84 -0.77 1.53
N 3.523 1.567 -1.927 0.04 -0.08 0.20 0.15
C 3.612 0.301 -1.507 -0.06 0.03 -0.25 -0.66
N 2.562 -0.428 -1.129 0.31 1.26 0.30 -0.13
C 2.939 -1.727 -0.828 0.11 -0.12 0.04 -0.34
C 4.246 -1.987 -0.954 0.18 -0.03 -0.05 -0.28
S 5.091 -0.573 -1.486 -0.05 -0.03 -0.08 1.16
C 1.839 -2.558 -0.425 -0.28 -0.18 0.21 -0.32
C 1.734 -3.890 -0.421 -0.07 -0.25 -0.01 -0.29
S 0.152 -4.363 0.070 -0.02 -0.01 0.07 1.16
C -0.302 -2.711 0.276 0.05 0.10 -0.06 -0.63
N 0.682 -1.867 -0.026 0.86 0.81 0.02 -0.04
N -1.524 -2.377 0.678 -0.06 0.13 -0.30 0.15
H 2.626 2.016 -2.003 0.00 0.04 -0.04 0.10
H 4.345 2.088 -2.182 -0.03 0.05 -0.02 0.13
H 4.772 -2.907 -0.759 0.00 0.02 0.00 0.10
H 2.476 -4.624 -0.685 -0.02 0.03 -0.07 0.10
H -2.165 -3.112 0.928 -0.01 0.01 0.06 0.13
H -1.666 -1.492 1.152 -0.05 -0.06 0.11 0.05
C -0.556 2.953 -0.264 -0.10 -0.17 0.18 -0.15
Si -1.635 1.691 -1.145 -0.01 0.50 -0.51 0.48
C -3.096 1.117 -0.171 0.06 -0.11 0.06 -0.14
C -2.142 2.303 -2.814 -0.01 -0.03 -0.09 -0.15
N -0.431 0.310 -1.397 0.41 0.15 0.40 -0.19
C -0.629 -0.573 -2.478 -0.26 -0.59 -0.07 -0.33
C -1.917 -1.044 -2.773 0.03 0.16 0.22 -0.03
C -2.127 -1.890 -3.842 0.00 -0.06 -0.06 -0.04
C -1.061 -2.277 -4.648 0.03 0.02 0.08 -0.03
C 0.220 -1.825 -4.360 -0.10 0.00 -0.13 -0.04
C 0.437 -0.978 -3.290 0.01 0.17 0.18 -0.02
H -0.935 3.136 0.743 0.14 -0.01 0.04 0.04
H -0.575 3.901 -0.805 0.11 -0.05 -0.07 0.06
H 0.513 2.673 -0.161 0.05 0.09 0.01 0.01
H -3.677 2.000 0.111 0.03 0.00 0.03 0.07
H -2.821 0.610 0.749 -0.08 -0.03 0.10 0.00
H -3.757 0.463 -0.739 0.01 0.05 -0.04 0.04
H -2.625 3.278 -2.700 0.02 -0.01 0.00 0.06
H -2.863 1.639 -3.291 0.02 0.02 -0.01 0.04
H -1.298 2.429 -3.497 0.00 0.03 0.03 0.05
H -2.744 -0.769 -2.132 -0.02 0.00 -0.06 0.09
H -3.127 -2.243 -4.053 0.01 -0.01 0.00 0.12
H -1.231 -2.916 -5.504 0.00 -0.03 0.03 0.12
H 1.050 -2.117 -4.990 0.00 0.04 -0.01 0.12
H 1.417 -0.564 -3.116 0.04 -0.07 -0.01 0.09
O -1.741 -0.669 2.792 -0.14 -0.08 0.11 -0.28
S -1.180 0.645 2.939 -0.15 0.20 -0.24 0.70
O -2.055 1.765 2.873 0.17 0.15 -0.02 -0.24
N 0.057 0.773 1.781 0.20 -0.34 0.38 -0.18
C 1.244 0.564 2.387 0.10 0.27 0.20 -0.49
O 2.222 0.333 1.620 -0.09 -0.07 -0.06 -0.06
C 1.229 0.600 3.844 0.03 -0.04 0.06 -0.14
C 2.292 0.584 4.728 0.09 -0.04 0.04 0.03
C 2.004 0.672 6.085 -0.01 0.04 0.01 -0.02
C 0.694 0.818 6.533 0.02 0.00 -0.06 -0.01
C -0.377 0.844 5.641 -0.13 -0.02 0.01 0.01
C -0.076 0.704 4.306 0.10 0.09 -0.06 -0.20
H 3.311 0.523 4.370 -0.01 -0.05 0.01 0.14
H 2.810 0.642 6.806 0.00 0.05 -0.01 0.13
H 0.501 0.924 7.592 0.00 -0.04 0.00 0.13
H -1.395 0.970 5.985 0.01 -0.04 0.01 0.14


4.
58
Properties=species:S:1:pos:R:3:forces:R:3:lowdin_charge:R:1 method="wB97M-V/def2-TZVPD" e_homo_ev="-11.5193 / -11.2494" s_squared=0.774 charge=+1 orbital_gap_ev="6.43 / 6.56" spin_multiplicity=2 lumo_ev="-5.09 / -4.69"
Ru 1.228 -2.451 -0.591 -0.88 2.39 -2.14 1.48
O 0.426 -1.469 3.220 0.64 0.35 -0.69 0.08
C 0.902 -1.552 2.091 -2.30 -2.82 0.32 -0.46
N 0.543 -2.562 1.187 0.66 1.74 2.04 -0.17
C -0.228 -3.681 1.634 -0.54 -0.08 0.27 -0.14
C -0.249 -4.699 0.525 -0.05 -0.02 0.26 -0.22
C -0.898 -5.920 0.624 0.06 0.05 -0.20 0.01
C -0.842 -6.810 -0.439 0.24 0.40 0.06 -0.01
C -0.098 -6.465 -1.563 -0.04 0.04 0.12 -0.02
C 0.531 -5.239 -1.596 0.05 -0.36 -0.35 -0.09
N 0.436 -4.362 -0.590 0.18 -0.78 0.53 -0.05
C 1.885 -0.668 1.508 2.04 1.47 -1.55 -0.16
C 2.342 0.513 2.114 -0.68 -1.13 -0.16 0.03
C 3.307 1.263 1.490 0.73 -0.25 -1.29 0.00
C 3.839 0.818 0.253 -0.38 0.54 1.31 -0.01
C 3.346 -0.331 -0.310 0.15 -0.55 -0.54 -0.10
N 2.385 -1.058 0.273 -0.63 0.35 2.12 -0.06
H -1.252 -3.370 1.901 0.12 -0.21 -0.06 0.14
H 0.201 -4.110 2.555 -0.07 0.03 -0.19 0.15
H -1.427 -6.173 1.529 -0.09 0.03 0.10 0.13
H -1.347 -7.760 -0.384 -0.06 -0.13 0.01 0.12
H 0.004 -7.145 -2.393 0.00 -0.01 -0.11 0.12
H 1.140 -4.951 -2.444 -0.08 0.09 0.05 0.12
H 1.910 0.792 3.062 -0.05 -0.01 0.13 0.13
H 3.672 2.177 1.934 0.03 0.07 0.04 0.12
H 4.630 1.361 -0.234 0.03 0.08 -0.12 0.12
H 3.713 -0.708 -1.262 -0.13 0.10 0.12 0.13
O 1.275 -2.068 -4.468 0.28 0.19 -0.84 0.13
N 1.109 -2.269 -3.310 -0.69 -0.16 -0.56 -0.58
O 0.001 -2.461 -2.789 -0.93 -0.45 0.16 -0.06
O 2.099 -2.311 -2.501 1.11 0.23 0.98 -0.18
C -2.853 4.281 1.470 0.28 -0.21 0.08 -0.06
C -1.469 3.633 1.456 -0.42 0.07 0.36 -0.21
N -0.675 4.000 0.308 0.00 -0.53 -0.46 -0.06
C -0.166 5.357 0.236 0.30 0.37 -0.43 -0.20
C -0.804 6.165 -0.892 0.11 -0.12 0.24 -0.06
C -0.226 3.121 -0.626 -0.10 0.48 0.58 -0.42
O 0.654 3.404 -1.417 0.21 -0.11 -0.37 0.09
C -0.820 1.744 -0.648 -0.35 -0.38 -0.19 -0.09
C -2.184 1.449 -0.707 0.61 -0.06 -0.03 0.03
C -2.575 0.123 -0.795 0.16 -0.13 0.04 -0.01
C -1.607 -0.867 -0.783 -0.12 -0.14 -0.13 -0.10
N -0.306 -0.575 -0.752 1.13 -1.33 0.17 0.03
C 0.079 0.690 -0.725 0.09 0.45 0.06 -0.04
H -3.410 3.914 2.327 -0.12 0.03 0.10 0.08
H -3.407 4.042 0.567 -0.09 0.01 -0.12 0.07
H -2.775 5.362 1.551 -0.03 0.13 -0.02 0.07
H -1.562 2.547 1.495 0.05 0.12 0.09 0.11
H -0.924 3.951 2.353 -0.03 -0.14 -0.02 0.13
H 0.912 5.301 0.049 -0.10 0.07 0.20 0.12
H -0.344 5.839 1.198 0.05 -0.08 0.02 0.12
H -0.557 5.731 -1.857 0.00 -0.05 -0.07 0.07
H -0.418 7.179 -0.865 0.02 0.17 -0.05 0.08
H -1.884 6.202 -0.782 -0.15 0.03 0.00 0.07
H -2.919 2.236 -0.710 -0.09 0.14 0.04 0.12
H -3.617 -0.148 -0.866 -0.06 -0.05 0.01 0.12
H -1.862 -1.919 -0.838 -0.02 0.09 0.01 0.12
H 1.138 0.906 -0.776 -0.01 0.01 0.05 0.12